C35H41CsN4O3S2Si as an isolated structure, computed with ωB97M-V with the def2-TZVPD basis set.

Cartesian coordinates (Å):
Cs 0.76288 -0.13689 0.50308
C -0.17562 -3.87167 -1.10443
O 0.97434 -3.19312 -0.64481
C 1.73392 -3.97107 0.25740
C 2.73088 -3.06271 0.94309
O 2.09644 -2.10154 1.76729
C 1.71729 -2.51037 3.06858
C 1.02816 -1.34732 3.75267
O -0.24868 -1.13548 3.17569
C -0.88620 0.00151 3.73204
H 0.09490 -4.76868 -1.67357
H -0.71488 -3.18117 -1.74880
H -0.81768 -4.16110 -0.26537
H 2.27784 -4.76726 -0.27080
H 1.07602 -4.45122 0.99408
H 3.26892 -2.50523 0.17130
H 3.46673 -3.63422 1.52024
H 2.61104 -2.79459 3.63888
H 1.04634 -3.37670 3.03024
H 1.62596 -0.43257 3.65082
H 0.91996 -1.56912 4.82337
H -0.26638 0.89686 3.61147
H -1.10305 -0.16565 4.79285
H -1.82639 0.14288 3.20057
C -0.89259 3.08302 -1.16335
C 0.13279 3.54962 -0.15590
C 0.32067 4.88503 0.14566
C 1.27863 5.17401 1.12728
C 1.99088 4.17585 1.73542
C 1.78767 2.80499 1.36885
N 0.82790 2.56990 0.41875
N 2.44811 1.76446 1.88015
Si 3.73430 1.81824 2.99563
C 5.20837 2.79468 2.33545
C 3.26307 2.50466 4.69319
C 4.36547 0.06793 3.30588
H -1.38601 3.91878 -1.66074
H -1.66086 2.47586 -0.67723
H -0.43227 2.45131 -1.92575
H -0.25486 5.65563 -0.34807
H 1.45907 6.20450 1.41468
H 2.71630 4.43519 2.49514
H 4.95431 3.82117 2.07045
H 5.61375 2.31427 1.44247
H 6.00678 2.82607 3.08357
H 3.06711 3.57751 4.68758
H 4.06485 2.31684 5.41303
H 2.36223 2.00890 5.06473
H 4.27008 -0.52448 2.39330
H 3.81263 -0.44639 4.09501
H 5.41524 0.07149 3.60557
S -7.34454 -0.72119 0.93427
C -7.66856 -0.73916 2.60878
C -6.52132 -0.72809 3.34095
C -5.35947 -0.68266 2.52849
C -5.64898 -0.66194 1.18950
C -4.71156 -0.61271 0.05842
C -3.31560 -0.64136 0.29039
N -2.40202 -0.61686 -0.64580
C -2.81316 -0.56224 -1.92918
C -4.16757 -0.51642 -2.28375
C -4.54416 -0.44144 -3.66736
C -3.60856 -0.41820 -4.63762
C -2.21133 -0.47233 -4.31155
C -1.21174 -0.45983 -5.29871
C 0.11288 -0.52510 -4.93558
C 0.39360 -0.60341 -3.55023
N -0.51336 -0.60447 -2.60709
C -1.80911 -0.54129 -2.97160
C 1.20997 -0.51934 -5.91294
C 2.55592 -0.44360 -5.67030
C 3.32934 -0.45659 -6.85944
C 2.56097 -0.54135 -7.97964
S 0.89976 -0.61020 -7.59824
C -5.12130 -0.54443 -1.25213
H -8.68221 -0.76645 2.97151
H -6.50275 -0.74335 4.42010
H -4.35885 -0.65934 2.93127
H -2.94616 -0.69757 1.30869
H -5.59749 -0.40121 -3.91526
H -3.89546 -0.35976 -5.68013
H -1.51151 -0.39489 -6.33842
H 1.42352 -0.67384 -3.21812
H 2.98877 -0.36621 -4.68516
H 4.40704 -0.39960 -6.87829
H 2.89031 -0.56687 -9.00469
H -6.17163 -0.50932 -1.51782

Computed properties:
net charge	0
Kohn-Sham gap	5.543	eV
maximum force	1.352	eV Å⁻¹
total energy	-2909.10362	a.u.
highest occupied orbital energy	-6.1089	eV
ΔE to the lowest compared entry with this formula, charge and spin	10.60	kcal/mol

---

A 7-piece molecular cluster, C35H41F4NO22 overall, computed with ωB97M-V with the def2-TZVPD basis set.

Cartesian coordinates (Å):
C -5.52166 -1.59794 -1.92860
C -5.36634 -2.57005 -3.12196
C -4.96141 -1.91037 -4.40359
O -3.90189 -2.09678 -4.91484
O -5.88839 -1.08603 -4.99057
C -5.64317 0.30271 -4.67727
C -5.90264 1.17699 -5.90253
N -4.93994 2.25846 -6.02068
C -4.49032 2.92873 -4.83001
O -5.25078 3.59588 -4.19818
C -3.01003 2.68358 -4.77279
C -2.08322 2.77839 -3.73463
C -2.30635 3.08624 -2.27433
C -3.69344 3.37748 -1.75741
C -3.69011 3.74671 -0.27853
F -4.45036 2.20709 -1.88082
C -0.74418 2.52907 -4.07538
C -0.34876 2.19101 -5.36184
C -1.29328 2.06073 -6.37930
C -0.88082 1.64399 -7.77119
F -1.09888 2.62339 -8.66110
F 0.43721 1.37572 -7.81897
F -1.52038 0.55206 -8.19027
C -2.62508 2.30226 -6.06187
C -3.87017 2.19513 -6.91376
O -3.93739 2.10700 -8.09587
H -4.81626 -1.88091 -1.15475
H -5.31388 -0.56256 -2.17470
H -6.51838 -1.64806 -1.50665
H -4.61896 -3.31636 -2.88943
H -6.31364 -3.07744 -3.29648
H -4.63179 0.43411 -4.29585
H -6.32515 0.58367 -3.87874
H -6.89066 1.61698 -5.77644
H -5.96360 0.59127 -6.81111
H -1.91007 2.24984 -1.70535
H -1.66323 3.92214 -2.00680
H -4.13699 4.21262 -2.28833
H -2.98750 4.55117 -0.10176
H -4.70543 4.04001 -0.02848
H -3.43595 2.87133 0.30790
H 0.00437 2.59081 -3.29787
H 0.69614 2.01555 -5.56183
O -0.85197 2.74235 0.34025
C -0.74061 1.93623 1.21169
O -0.83056 2.20916 2.52906
C -0.87519 0.96307 3.24262
C -0.20807 0.01705 2.26769
O -0.50915 0.62561 1.00148
H -0.34854 1.04258 4.19026
H -1.91959 0.70730 3.43185
H 0.87159 -0.01537 2.39407
H -0.60552 -0.99443 2.30873
O 2.91471 2.95028 -4.47218
C 2.91070 3.51630 -3.42859
O 3.88621 4.34523 -2.99341
C 3.42055 5.00571 -1.81093
C 2.36742 4.04540 -1.29822
O 1.92120 3.41802 -2.50648
H 4.23950 5.15805 -1.11336
H 3.00326 5.97416 -2.09160
H 2.78029 3.28152 -0.63785
H 1.53862 4.53819 -0.79701
O 3.18947 -0.38442 2.23860
C 3.14336 -1.33147 2.96200
O 4.04925 -2.33725 2.95537
C 3.79015 -3.17062 4.09697
C 2.33517 -2.89420 4.37504
O 2.18350 -1.54528 3.88161
H 3.98601 -4.21455 3.86537
H 4.44241 -2.85862 4.91577
H 1.67308 -3.55082 3.82267
H 2.09193 -2.94431 5.43208
O 1.34422 -5.43599 3.34936
C 1.06576 -5.32736 2.19479
O 1.41566 -6.19942 1.23097
C 0.72043 -5.84147 0.02800
C 0.43355 -4.37045 0.25001
O 0.36292 -4.29303 1.68193
H 1.34206 -6.03228 -0.84183
H -0.18827 -6.44076 -0.04160
H 1.24330 -3.72687 -0.09622
H -0.50009 -4.04006 -0.19621
O 7.06487 -3.07889 6.33439
C 7.38378 -2.58454 5.30184
O 7.26937 -1.26707 5.01455
C 7.94296 -1.01716 3.77646
C 7.91555 -2.38065 3.11755
O 7.89005 -3.26383 4.24673
H 7.42044 -0.25394 3.20630
H 8.95680 -0.67524 3.99145
H 7.01131 -2.53864 2.52742
H 8.78699 -2.57845 2.49934
O 1.53378 0.58642 6.82770
C 1.64504 -0.22564 7.68480
O 1.53866 0.02594 9.01032
C 1.49392 -1.22409 9.70547
C 2.17769 -2.16000 8.73046
O 1.89090 -1.54418 7.46925
H 2.00727 -1.14747 10.65993
H 0.45021 -1.49118 9.87977
H 3.25973 -2.19117 8.86766
H 1.78477 -3.17300 8.75880

Computed properties:
net charge	0
SMILES	CCC(=O)OCCN1C(=O)c2c(C[C@H](C)F)ccc(C(F)(F)F)c2C1=O.O=C1OCCO1.O=C1OCCO1.O=C1OCCO1.O=C1OCCO1.O=C1OCCO1.O=C1OCCO1
Kohn-Sham gap	9.375	eV
maximum force	1.259	eV Å⁻¹
total energy	-3467.89334	a.u.
highest occupied orbital energy	-9.3107	eV

---

A 2-piece molecular cluster, C35H41N4O overall, computed with ωB97M-V with the def2-TZVPD basis set.

Cartesian coordinates (Å):
C -5.92446 -1.63633 -2.35208
N -5.39140 -1.98094 -1.03171
C -5.86846 -3.19367 -0.46738
C -5.84889 -4.37550 -1.22545
C -6.42660 -5.53664 -0.71362
C -7.10384 -5.51157 0.50999
C -7.13263 -4.33072 1.26105
C -6.48784 -3.18531 0.79901
C -4.20572 -1.35221 -0.61571
C -4.17981 0.03866 -0.36406
C -2.99850 0.65907 -0.01503
C -1.75660 -0.02938 -0.05052
C -0.54429 0.66459 0.18934
C 0.73738 0.12703 -0.17978
C 1.78439 -0.03985 0.77155
C 2.93321 -0.75497 0.45837
C 3.18191 -1.14634 -0.87994
N 4.27829 -1.91249 -1.25657
C 4.70667 -1.87666 -2.64864
C 4.77297 -3.01405 -0.51442
C 4.72682 -4.30305 -1.09234
C 5.34388 -5.37766 -0.45793
C 6.07124 -5.16980 0.72176
C 6.11233 -3.89746 1.30370
C 5.44747 -2.82239 0.70283
C 2.22526 -0.82279 -1.86694
C 1.00558 -0.27611 -1.51759
C -1.80020 -1.43685 -0.30608
C -3.00130 -2.08661 -0.51172
H -5.81324 -0.56116 -2.51531
H -5.39999 -2.17774 -3.15660
H -6.98772 -1.90204 -2.36972
H -5.37594 -4.36793 -2.21065
H -6.36216 -6.46123 -1.28454
H -7.59200 -6.41027 0.89090
H -7.66336 -4.29556 2.21107
H -6.50395 -2.24979 1.36416
H -5.10533 0.61318 -0.43005
H -2.98195 1.71182 0.25160
H -0.57447 1.51175 0.86968
H 1.62867 0.34482 1.78293
H 3.66100 -0.99486 1.23485
H 5.79259 -2.02147 -2.67130
H 4.22513 -2.65913 -3.24918
H 4.47902 -0.90203 -3.08242
H 4.19242 -4.44235 -2.03751
H 5.26206 -6.37535 -0.89138
H 6.58687 -6.00369 1.19796
H 6.66358 -3.73237 2.23055
H 5.47731 -1.81706 1.13013
H 2.43841 -1.08592 -2.90200
H 0.23636 -0.13019 -2.27506
H -0.87358 -2.01383 -0.30400
H -3.02672 -3.16668 -0.67126
C 4.52756 4.28050 3.72125
C 3.35877 4.82661 2.92148
C 3.41490 4.40344 1.45555
N 2.19601 4.72350 0.70263
C 1.12270 3.89128 0.73736
C 0.06691 4.28596 -0.28809
C -0.43891 5.74451 -0.10537
C -1.96923 5.64149 0.01345
C -2.32338 4.15352 -0.14460
N -1.07249 3.41726 -0.18265
O 1.01139 2.96772 1.53150
H 4.49602 4.69620 4.72900
H 4.48085 3.18969 3.79647
H 5.48758 4.54540 3.26800
H 2.41671 4.48822 3.36729
H 3.36049 5.92242 2.94472
H 4.23490 4.93488 0.95619
H 3.60108 3.32287 1.38629
H 2.27973 5.34262 -0.10120
H 0.55525 4.15431 -1.27256
H 0.00507 6.24683 0.76347
H -0.17604 6.31913 -1.00084
H -2.32855 6.02416 0.97217
H -2.44076 6.22439 -0.78282
H -2.90186 3.79795 0.71571
H -2.93593 3.99155 -1.04501
H -1.06858 2.63266 -0.82236

Computed properties:
net charge	+1
Kohn-Sham gap	5.675	eV
maximum force	2.076	eV Å⁻¹
total energy	-1652.29558	a.u.
highest occupied orbital energy	-10.2503	eV
ΔE to the lowest compared entry with this formula, charge and spin	41.29	kcal/mol